--- w ---
{"formula": "C5H5BrN2O4S", "method": "wB97M-V/def2-TZVPD", "elements": ["C", "C", "C", "C", "C", "N", "N", "O", "O", "O", "O", "S", "Br", "H", "H", "H", "H", "H"], "positions_angstrom": [[0.4267, -0.0662, -0.0705], [-0.5403, 0.7700, 0.4039], [-0.2113, 2.1642, 0.5612], [1.7305, 0.5940, -0.0883], [0.2251, -1.4905, -0.3700], [-1.8715, 0.4130, 0.5538], [2.4386, 0.5318, -1.4964], [-2.1108, -0.7143, 0.2349], [3.5122, 0.0638, -1.6747], [-2.5799, 1.2730, 1.0010], [1.6560, 0.9155, -2.3422], [1.5755, 2.3563, 0.3286], [3.0554, -0.5040, 0.9813], [-0.5165, 2.6525, -0.4373], [-0.8056, 2.5711, 1.4382], [-0.1804, -2.0095, 0.5128], [1.1630, -2.0870, -0.7450], [-0.4808, -1.6741, -1.1505]], "e_homo_ev": -9.81, "charge": 0, "smiles": "CC1=C([N+](=O)[O-])CS[C@]1(Br)[N+](=O)[O-]"}



--- x ---
{"formula": "C5H5BrN2O4S", "method": "wB97M-V/def2-TZVPD", "elements": ["C", "C", "C", "C", "C", "N", "N", "O", "O", "O", "O", "S", "Br", "H", "H", "H", "H", "H"], "positions_angstrom": [[0.0660, -0.4856, -0.3499], [-0.8892, 0.4714, 0.0218], [-2.2790, 0.2274, 0.3703], [-0.2380, -1.8542, -0.2961], [1.4082, -0.2968, -0.9349], [-0.5133, 1.9145, 0.1409], [-1.0393, -2.5136, 0.6167], [0.6072, 2.2762, 0.3514], [-1.4568, -3.6263, 0.3599], [-1.4687, 2.6793, -0.0846], [-1.2653, -1.9406, 1.6974], [-3.0544, -0.8251, -0.9470], [0.7690, -3.1660, -1.1986], [-2.2974, -0.3886, 1.3238], [-2.7843, 1.1679, 0.4566], [1.3273, -0.4338, -2.0282], [2.0446, -1.1940, -0.6561], [1.9513, 0.5785, -0.8675]], "e_homo_ev": [-9.90, -9.47], "charge": 0}



Stability, highest: w



--- w ---
{"formula": "H33O17", "method": "wB97M-V/def2-TZVPD", "elements": ["O", "H", "H", "O", "H", "H", "O", "H", "H", "O", "H", "H", "O", "H", "O", "H", "H", "O", "H", "H", "O", "H", "H", "O", "H", "H", "O", "H", "H", "O", "H", "H", "O", "H", "H", "O", "H", "H", "O", "H", "H", "O", "H", "H", "O", "H", "H", "O", "H", "H"], "positions_angstrom": [[-1.6436, -1.7977, -1.6249], [-2.3950, -2.4253, -1.5893], [-1.6002, -1.1747, -0.7214], [-0.5255, 1.1128, 2.4341], [-0.0978, 1.3964, 1.0996], [-1.3539, 0.7146, 2.1861], [-0.3631, 2.9158, -1.9123], [0.0004, 3.5507, -1.2649], [-0.8345, 2.1369, -1.4528], [-2.6603, 4.1381, -0.8806], [-2.3690, 3.6630, -1.6659], [-3.4923, 4.5488, -1.1083], [2.1507, 1.9378, 4.3373], [1.8736, 1.7600, 3.4346], [-0.4517, -0.7692, 4.3461], [-1.2600, -3.0303, -4.5301], [-0.4098, -1.3284, 3.5743], [-2.5319, -0.2729, 0.1094], [-1.7089, 0.2478, 0.1206], [-2.2184, -0.9977, 0.7816], [-3.2349, -1.2017, -3.7687], [-3.0542, -1.0346, -2.8662], [2.3439, 2.8831, 4.4394], [1.2182, -2.0220, -0.4015], [1.0189, -2.0162, 0.5381], [0.8611, -1.2013, -0.7438], [2.1169, 3.0287, -4.6329], [2.8227, 2.7473, -4.0685], [1.2402, 3.1044, -4.2554], [-0.1618, 1.3011, -0.0043], [0.6541, 1.7695, -0.2907], [1.8585, -0.2710, 3.0686], [3.3260, -3.0850, 0.9896], [2.4730, -3.0245, 0.5121], [3.3999, -2.7005, 1.8517], [1.7737, 0.1976, 2.2394], [0.7610, 0.4423, 2.1720], [-0.5056, 0.0535, 3.7582], [-3.9008, 3.3411, 2.5678], [-3.0011, 3.5908, 2.7648], [-3.9636, 3.8140, 1.7054], [-0.5609, -2.5620, -5.0600], [0.1818, -2.9412, -4.5082], [-2.4731, -1.1727, -4.3485], [5.4150, -0.9162, -0.3174], [4.7147, -0.4059, -0.7227], [5.0237, -1.3017, 0.4990], [0.3453, -5.8419, 1.1496], [0.8313, -5.3703, 1.8107], [0.3673, -5.5311, 0.2492]], "e_homo_ev": -7.37, "charge": -1}



--- x ---
{"formula": "H33O17", "method": "wB97M-V/def2-TZVPD", "elements": ["O", "H", "H", "O", "H", "H", "O", "H", "H", "O", "H", "H", "O", "H", "O", "H", "H", "O", "H", "H", "O", "H", "H", "O", "H", "H", "O", "H", "H", "O", "H", "H", "O", "H", "H", "O", "H", "H", "O", "H", "H", "O", "H", "H", "O", "H", "H", "O", "H", "H"], "positions_angstrom": [[3.9375, -1.8416, -3.2519], [4.5031, -1.5960, -2.4752], [3.1099, -2.0970, -2.8475], [-0.2886, -1.3145, -1.4492], [-1.1089, 1.5729, -4.2923], [0.3675, -0.6636, -1.0922], [2.7777, 3.3768, 3.8981], [3.0706, 2.7043, 3.2637], [2.4195, 4.0807, 3.2988], [1.7202, -3.9627, 1.0981], [2.3716, -4.6297, 1.3075], [1.9129, -3.5173, 0.2715], [3.7373, -1.5236, -0.7903], [-3.9647, 5.1231, 0.8282], [1.7469, -0.6565, 0.7915], [1.8894, 2.2377, -1.3703], [0.8910, -0.1178, 0.7929], [-4.7566, -2.5419, -1.2371], [-3.7199, -0.8452, 3.3564], [-4.7370, -2.3971, -0.2845], [-2.6630, 2.5077, 0.1656], [-2.1822, 3.3508, 0.1444], [3.6227, -2.1217, -0.0497], [-3.8229, -1.7938, 3.3609], [-4.0244, -3.1678, -1.2635], [-0.9075, -0.5578, -1.2281], [-0.4901, 0.8458, -4.2671], [-0.2059, 0.6716, -3.3673], [-3.4980, -2.1672, 2.5488], [-2.3004, -5.6735, 0.6381], [-1.5925, -5.6197, -0.0342], [-4.5266, 3.5687, 0.4759], [-4.6767, 4.5220, 0.6368], [2.7151, 4.5603, 1.0281], [-0.7861, 0.3620, 1.6111], [-2.3370, -2.0083, 1.0864], [-1.4522, -2.3203, 0.8731], [2.8790, -1.0627, -0.8013], [3.1366, 2.9803, -2.6217], [3.5957, 2.3929, -3.2257], [3.4789, 2.8294, -1.7382], [1.4415, 1.4839, -0.8792], [-2.3189, -1.0316, 0.9654], [-2.1408, 1.8098, 0.5903], [-0.6861, 0.3993, 0.6565], [-1.8035, -5.7840, 1.4658], [0.6581, 1.8916, -0.4244], [2.1462, 4.8824, 1.7463], [1.4384, 4.4192, 1.2465], [1.4233, -1.5601, 0.8444]], "e_homo_ev": -6.40, "charge": -1}



Stability, highest: x



--- w ---
{"formula": "C2H5FIN", "method": "wB97M-V/def2-TZVPD", "elements": ["C", "C", "N", "F", "I", "H", "H", "H", "H", "H"], "positions_angstrom": [[0.5996, -0.3553, 0.0418], [-0.6613, 0.3389, 0.3613], [-0.9153, 1.6709, -0.1107], [0.6064, 2.9074, -1.8685], [-1.3742, 2.1619, -1.8663], [1.3010, 0.4122, -0.1941], [0.9330, -0.9047, 0.9682], [0.5696, -1.0875, -0.7192], [-1.7154, -0.1713, 0.1353], [-0.4866, 0.4782, 1.4175]], "e_homo_ev": [-9.43, -9.15], "charge": 0}



--- x ---
{"formula": "C2H5FIN", "method": "wB97M-V/def2-TZVPD", "elements": ["C", "C", "N", "F", "I", "H", "H", "H", "H", "H"], "positions_angstrom": [[0.2658, -0.4372, 1.1542], [-0.3657, 0.3801, -1.0584], [0.0714, -0.6503, -0.2323], [-0.3051, 0.0813, -2.3477], [-2.3014, 1.0572, -0.6088], [-0.6967, -0.2643, 1.7306], [0.6832, -1.4303, 1.5692], [0.9674, 0.2803, 1.5011], [0.7399, 1.8572, -1.1397], [0.9413, -0.8739, -0.5683]], "e_homo_ev": -8.95, "charge": 0}



Stability, highest: x



--- w ---
{"formula": "C2H9NS", "method": "wB97M-V/def2-TZVPD", "elements": ["N", "H", "H", "H", "H", "C", "C", "S", "H", "H", "H", "H", "H"], "positions_angstrom": [[-0.2336, -0.5517, -0.5942], [-0.2669, -1.5581, -0.7123], [-1.4703, -6.2789, -1.0501], [0.3440, -0.3949, 0.2190], [-1.1809, -0.2570, -0.3740], [1.1601, 1.8393, 1.0025], [0.2427, 2.6040, 0.0997], [0.7505, 3.4643, 1.6118], [-1.9319, -6.4064, -1.6294], [2.1326, 1.5578, 0.6158], [0.7078, 1.0841, 1.6162], [0.5587, 2.5275, -0.9396], [-0.8130, 2.3700, 0.1346]], "e_homo_ev": -8.87, "charge": 0, "smiles": "[H][H].C1CS1.N"}



--- x ---
{"formula": "C2H9NS", "method": "wB97M-V/def2-TZVPD", "elements": ["N", "H", "H", "H", "H", "C", "C", "S", "H", "H", "H", "H", "H"], "positions_angstrom": [[2.5589, -2.0317, 0.1014], [3.0109, -1.2751, 0.6504], [-4.3873, -6.0032, -0.5586], [1.5627, -1.6490, 0.1863], [2.9290, -1.6778, -0.7816], [-0.2521, 3.3833, 0.0885], [-0.0452, 1.9570, 0.3339], [-1.7300, 2.3173, -0.3698], [-4.7451, -5.5874, -0.9348], [0.0808, 4.0533, 0.9924], [0.4335, 3.5956, -0.8309], [-0.2517, 1.3957, 1.3338], [0.8357, 1.5219, -0.2109]], "e_homo_ev": -9.10, "charge": 0, "smiles": "[H][H].C1CS1.N"}



Stability, highest: w



--- w ---
{"formula": "C6H9ClO", "method": "wB97M-V/def2-TZVPD", "elements": ["C", "C", "C", "C", "C", "C", "O", "Cl", "H", "H", "H", "H", "H", "H", "H", "H", "H"], "positions_angstrom": [[0.5220, -1.4171, 0.0374], [0.7640, 0.0611, 0.1037], [-1.0323, -1.3343, -0.2373], [-0.7582, 0.4683, 0.0760], [1.7825, 0.3833, 1.1405], [-1.2161, 1.3049, -1.1016], [1.1034, -2.3931, 0.3418], [-1.9315, -2.4310, 0.7970], [1.2359, 0.2438, -0.8586], [-1.3469, -1.6768, -1.2249], [-1.1961, 0.7230, 1.0021], [2.3646, -0.5042, 1.3107], [1.2952, 0.5344, 2.0884], [2.3792, 1.2754, 0.8762], [-0.9371, 0.9472, -2.1340], [-0.7780, 2.3195, -1.0880], [-2.2507, 1.4955, -1.1295]], "e_homo_ev": -9.43, "charge": 0, "smiles": "C[C@H]1[C@H](Cl)C(=O)[C@@H]1C"}



--- x ---
{"formula": "C6H9ClO", "method": "wB97M-V/def2-TZVPD", "elements": ["C", "C", "C", "C", "C", "C", "H", "H", "H", "H", "H", "H", "H", "H", "H", "O", "Cl"], "positions_angstrom": [[0.2171, -2.2365, -0.3641], [-0.2297, -0.8880, 0.1964], [-1.5114, -0.3510, -0.4204], [0.3768, 0.4955, -0.3464], [1.0258, 1.4591, 0.5658], [0.4713, 2.6797, 0.6606], [-0.3377, -3.0573, 0.1480], [0.0792, -2.2762, -1.4228], [-0.3352, -1.0422, 1.2827], [-2.0062, -0.8777, -1.2281], [-2.2976, -0.1136, 0.3120], [1.1556, 0.2886, -1.1299], [1.9363, 1.1141, 1.1249], [0.8874, 3.4712, 1.3605], [-0.4614, 2.8462, 0.1710], [-0.8919, 0.9641, -0.8603], [1.9219, -2.4759, -0.0500]], "e_homo_ev": -9.48, "charge": 0, "smiles": "C=C[C@@H]1OC[C@H]1CCl"}



Stability, highest: w



--- w ---
{"formula": "NO4P", "method": "wB97M-V/def2-TZVPD", "elements": ["N", "O", "O", "O", "O", "P"], "positions_angstrom": [[-0.6506, -0.6211, -0.7226], [0.9028, 1.5588, 0.1232], [1.5998, -0.8468, 0.7096], [-1.2982, 0.0637, -1.5814], [-1.1015, -0.2593, 1.2533], [0.5477, 0.1047, 0.2180]], "e_homo_ev": [1.29, 1.30], "charge": -2, "smiles": "O=NP(=O)([O-])[O-]"}



--- x ---
{"formula": "NO4P", "method": "wB97M-V/def2-TZVPD", "elements": ["N", "O", "O", "O", "O", "P"], "positions_angstrom": [[-0.3822, -1.1841, 0.0137], [-0.8416, 1.1157, -0.5983], [1.5933, 0.5693, -0.3131], [-0.7311, -1.7513, -1.0500], [0.1388, 0.7445, 1.7207], [0.2228, 0.5060, 0.2270]], "e_homo_ev": [1.07, 1.13], "charge": -2, "smiles": "O=NP(=O)([O-])[O-]"}



Stability, highest: x